[1]
Density functional theory data (ωB97M-V with the def2-TZVPD basis set) for C19H14AuBrN3O2 as an isolated structure.

```
40
Properties=species:S:1:pos:R:3
Au -0.5368 1.2883 0.7002
O -2.7611 1.6181 0.9257
C -3.6829 0.8225 0.6128
C -4.9509 0.9495 1.2107
C -5.9679 -0.0163 1.1201
C -5.7846 -1.1813 0.3631
C -4.5714 -1.2902 -0.3586
C -3.5112 -0.3292 -0.2151
C -2.2473 -0.7197 -0.8493
N -1.0448 -0.2903 -0.5690
N -0.0788 -1.0017 -1.2813
C 0.9912 -1.1615 -0.5439
O 1.3241 -0.6446 0.5533
C 2.0304 -2.0578 -1.2282
C 3.3098 -2.1301 -0.7394
C 4.2353 -2.9535 -1.4169
C 3.8309 -3.6396 -2.5659
C 2.5251 -3.5438 -3.0517
C 1.6550 -2.7288 -2.4053
H -5.1276 1.7729 1.9384
H -6.9589 0.1158 1.6387
H -6.4524 -2.0182 0.3895
H -4.3228 -2.1841 -0.9121
H -2.2595 -1.4620 -1.6352
H 3.5974 -1.4117 0.0638
H 5.2624 -2.9443 -1.1605
H 4.6468 -4.2606 -3.0572
H 2.1937 -4.1513 -3.8867
H 0.6540 -2.5011 -2.7345
Br -0.5335 4.7287 0.5240
C 0.9594 3.8698 1.2479
C 1.9837 4.6640 1.6272
C 3.2038 4.0833 2.0613
C 3.2243 2.6828 2.2126
C 2.0953 1.9528 1.8639
N 1.0054 2.5700 1.4388
H 1.9037 5.7713 1.6129
H 4.0109 4.7048 2.3215
H 4.1780 2.1620 2.2153
H 1.9718 0.8652 1.9691
```

Calculated values
HOMO energy (eV): -3.66
Electronic energy (Ha): -3756.871023
Energy above the lowest of the compared OMol25 structures with the same formula, charge and spin (kcal per mole): 17.30
F_max (eV/Å): 3.4
LUMO level (eV): 2.5
Net charge: -1

[2]
Density functional theory data (ωB97M-V with the def2-TZVPD basis set) for C3HFHgO3 as an isolated structure.

```
9
Properties=species:S:1:pos:R:3
O -1.0819 1.1727 0.8272
C -1.6347 0.7458 -0.3174
C 0.1528 0.5512 0.9417
O -2.6922 1.1132 -0.7587
O -0.7892 -0.1045 -0.9066
C 0.3669 -0.2668 -0.1024
H 0.6967 0.7205 1.8657
Hg 2.0705 -1.1889 -0.7027
F 2.9111 -2.7432 -0.8467
```

Calculated values
HOMO energy (eV): -9.72
Electronic energy (Ha): -593.855631
Energy above the lowest of the compared OMol25 structures with the same formula, charge and spin (kcal per mole): 10.56
F_max (eV/Å): 7.3
LUMO level (eV): -0.7

[3]
Density functional theory data (ωB97M-V with the def2-TZVPD basis set) for a 4-piece molecular cluster, C2H11O4 overall.

```
17
Properties=species:S:1:pos:R:3
C 0.2507 0.6983 1.0150
O -0.8196 0.4015 0.1300
C 1.5804 0.0751 0.6087
H -0.0362 0.1992 1.9645
H 0.3101 1.7967 0.9603
H 2.1420 0.5842 -0.1904
H 1.4879 -0.9041 0.1295
H 2.3602 -0.1147 1.3748
H -0.8168 -0.6058 -0.9926
H -1.0691 -1.2925 -2.4826
O -0.4423 -1.1850 -1.7701
H 0.8290 1.4601 -1.8532
H -0.5279 1.4593 -1.0076
O -0.0710 1.8266 -1.8523
H -1.9056 -0.7163 1.1000
H -1.3646 -2.1613 1.1954
O -1.9075 -1.5212 1.6707
```

Calculated values
HOMO energy (eV): -4.33
Electronic energy (Ha): -383.778065
Energy above the lowest of the compared OMol25 structures with the same formula, charge and spin (kcal per mole): 17.43
F_max (eV/Å): 2.0
LUMO level (eV): 4.1
Net charge: -1

[4]
Density functional theory data (ωB97M-V with the def2-TZVPD basis set) for a single C19H27ClN4 molecule.

```
51
Properties=species:S:1:pos:R:3
C -4.1886 -0.5049 -0.6282
C -2.8340 -1.0998 -1.0078
C -2.7191 -1.1810 -2.5289
C -1.6641 -0.2629 -0.4369
C -1.6370 -0.1836 1.0997
N -1.3025 -1.4266 1.7752
C -2.4084 -2.1402 2.3659
C -0.4539 -2.2883 0.9711
C 0.4215 -1.4469 0.0589
N -0.3900 -0.7750 -0.9396
C 0.3734 0.1579 -1.7556
C 0.8020 1.4034 -1.0378
C 0.0902 2.5860 -0.9925
N 0.7241 3.4124 -0.1368
C 0.3665 4.7552 0.2156
N 1.7974 2.8406 0.3861
C 1.8811 1.6238 -0.1438
C 2.9831 0.7445 0.2365
C 3.4267 0.7360 1.5581
C 4.4644 -0.0901 1.9428
C 5.0822 -0.9201 1.0219
C 4.6527 -0.8919 -0.2942
Cl 5.4290 -1.9056 -1.4654
C 3.6186 -0.0680 -0.6983
H -4.3695 -0.5619 0.4419
H -4.2441 0.5389 -0.9329
H -4.9858 -1.0485 -1.1312
H -2.7725 -2.1172 -0.6148
H -2.8133 -0.1907 -2.9705
H -1.7569 -1.5998 -2.8081
H -3.5067 -1.8125 -2.9343
H -1.8030 0.7622 -0.8052
H -0.8699 0.5556 1.3717
H -2.5888 0.1889 1.4777
H -2.0054 -2.9486 2.9772
H -3.1015 -2.5806 1.6320
H -2.9660 -1.4665 3.0149
H 0.1764 -2.8762 1.6478
H -1.0383 -2.9932 0.3565
H 1.1332 -2.0907 -0.4689
H 1.0002 -0.7488 0.6830
H 1.2363 -0.3917 -2.1363
H -0.2524 0.4422 -2.6063
H -0.7935 2.8936 -1.5163
H 0.3697 5.3988 -0.6663
H -0.6251 4.7826 0.6721
H 1.1041 5.1163 0.9291
H 2.9425 1.3837 2.2719
H 4.7985 -0.0946 2.9695
H 5.8892 -1.5726 1.3156
H 3.3271 -0.0438 -1.7360
```

Calculated values
HOMO energy (eV): -8.01
Electronic energy (Ha): -1419.393866
Energy above the lowest of the compared OMol25 structures with the same formula, charge and spin (kcal per mole): 7.11
F_max (eV/Å): 0.8
LUMO level (eV): 0.7
SMILES: CC(C)[C@H]1CN(C)CCN1Cc1cn(C)nc1-c1cccc(Cl)c1